Record 1
12
Properties=species:S:1:pos:R:3 method="wB97M-V/def2-TZVPD" e_lumo_ev=-0.1 total_charge=0 homo_ev=-9.966 smiles="C=C[C@@H]1C=C1C#N" de_lowest_ev=4.093
C -2.766 0.062 0.080
C 0.441 0.849 0.038
C -0.371 1.785 -0.447
C -0.684 -1.233 -0.203
C -0.068 -0.320 0.714
C -1.590 -0.578 0.524
N -3.740 0.528 -0.308
H 1.563 0.986 0.357
H 0.175 2.683 -0.684
H -1.418 1.297 -0.547
H -0.580 -1.873 -0.980
H 0.340 -0.792 1.635


Record 2
77
Properties=species:S:1:pos:R:3 method="wB97M-V/def2-TZVPD" e_lumo_ev="2.3 / 2.3" total_charge=-1 homo_ev="-4.852 / -4.870" multiplicity=4 de_lowest_ev=1.227
Co 0.194 -0.354 0.133
C 0.179 1.729 2.578
N -0.458 1.269 1.366
C -1.352 1.995 0.790
C -2.139 1.448 -0.262
C -3.132 2.012 -1.071
C -3.573 0.980 -1.902
C -2.818 -0.152 -1.544
N -1.964 0.118 -0.549
C -0.615 1.447 3.840
C 0.074 1.253 5.036
C -0.602 1.018 6.225
C -1.992 0.988 6.242
C -2.689 1.194 5.058
C -2.005 1.411 3.865
H 0.397 2.804 2.535
H 1.140 1.216 2.658
H -1.539 3.022 1.123
H -3.455 3.044 -1.068
H -4.319 1.035 -2.681
H -2.869 -1.145 -1.976
H 1.159 1.271 5.026
H -0.043 0.863 7.141
H -2.525 0.810 7.169
H -3.774 1.186 5.058
H -2.564 1.557 2.948
C 0.015 -4.208 -0.044
C 0.193 -3.312 -1.219
N 0.101 -2.008 -1.217
C 0.416 -1.556 -2.482
C 0.660 -2.624 -3.282
N 0.477 -3.743 -2.471
C 1.027 -2.790 -4.711
O 0.190 -3.646 -5.383
O 1.971 -2.328 -5.268
C 0.497 -0.070 -2.756
O 0.437 0.283 -3.928
O 0.649 0.625 -1.699
H 0.522 -3.769 0.815
H 0.423 -5.198 -0.245
H -1.042 -4.305 0.210
H 0.744 -4.683 -2.709
H -0.614 -3.756 -4.859
O 1.978 -0.746 0.797
C 3.233 -0.248 0.650
C 3.759 -0.553 -0.755
C 4.182 0.258 -1.761
C 4.475 -0.448 -2.969
C 4.268 -1.786 -2.852
S 3.717 -2.193 -1.283
C 4.132 -0.942 1.687
C 3.687 -1.655 2.756
C 4.748 -2.175 3.558
C 5.978 -1.847 3.073
S 5.853 -0.923 1.638
C 3.239 1.272 0.903
C 2.486 2.187 0.225
C 2.618 3.507 0.745
C 3.470 3.573 1.808
S 4.120 2.033 2.168
H 4.258 1.331 -1.661
H 4.785 0.030 -3.888
H 4.352 -2.547 -3.614
H 2.627 -1.791 2.929
H 4.597 -2.769 4.450
H 6.948 -2.107 3.470
H 1.856 1.908 -0.614
H 2.102 4.369 0.340
H 3.754 4.437 2.390
N -2.562 -1.514 1.681
C -1.463 -1.741 2.451
N -1.674 -2.079 3.775
O -0.335 -1.697 1.982
H -3.446 -1.359 2.132
H -2.384 -1.008 0.816
H -2.443 -1.617 4.236
H -0.815 -2.029 4.300


Record 3
61
Properties=species:S:1:pos:R:3 method="wB97M-V/def2-TZVPD" e_lumo_ev=0.6 total_charge=0 homo_ev=-8.356 smiles="Cc1ccc(S(=O)(=O)N2CCC(C(=O)NCCN3CCCCCC3)CC2)cc1" de_lowest_ev=0.967
C -8.141 -2.779 -0.955
C -6.979 -1.986 -0.443
C -5.699 -2.527 -0.423
C -4.631 -1.795 0.069
C -4.849 -0.517 0.543
C -6.113 0.041 0.536
C -7.174 -0.695 0.043
H -8.167 -0.269 0.033
H -6.243 1.039 0.921
S -3.504 0.472 1.174
O -2.288 -0.303 1.135
O -3.879 1.039 2.436
N -3.514 1.723 0.048
C -2.988 1.351 -1.248
C -1.460 1.264 -1.261
H -1.112 1.090 -2.280
H -1.168 0.415 -0.643
C -0.845 2.557 -0.713
C 0.677 2.444 -0.620
O 1.420 3.167 -1.251
N 1.114 1.499 0.237
H 0.449 0.886 0.683
C 2.514 1.210 0.434
H 2.727 1.172 1.506
H 3.080 2.031 -0.011
C 2.926 -0.105 -0.244
N 4.345 -0.341 -0.062
C 4.662 -0.959 1.215
C 6.030 -0.491 1.717
C 7.203 -1.380 1.296
C 7.103 -1.936 -0.128
C 6.499 -0.964 -1.141
H 6.856 -1.234 -2.137
H 6.828 0.053 -0.934
C 4.970 -1.001 -1.189
H 4.648 -0.472 -2.091
H 4.643 -2.055 -1.280
H 8.108 -2.216 -0.453
H 6.505 -2.850 -0.126
H 8.121 -0.795 1.390
H 7.285 -2.223 1.986
H 6.018 -0.439 2.808
H 6.175 0.523 1.343
H 3.904 -0.644 1.935
H 4.625 -2.059 1.158
H 2.713 -0.008 -1.311
H 2.309 -0.933 0.147
C -1.451 2.910 0.651
C -2.973 2.973 0.545
H -3.286 3.769 -0.138
H -3.421 3.140 1.525
H -1.201 2.148 1.390
H -1.059 3.869 0.994
H -1.055 3.374 -1.412
H -3.335 2.099 -1.969
H -3.428 0.386 -1.509
H -3.631 -2.199 0.097
H -5.536 -3.528 -0.795
H -8.726 -3.161 -0.119
H -7.807 -3.624 -1.551
H -8.796 -2.156 -1.560


Record 4
27
Properties=species:S:1:pos:R:3 method="wB97M-V/def2-TZVPD" e_lumo_ev=1.0 total_charge=0 homo_ev=-7.136 smiles=CNC(C)C.CCC de_lowest_ev=3.899
C -0.810 1.589 0.745
C -1.653 -1.339 -0.052
C -1.394 1.429 2.146
C 0.306 2.634 0.707
N -0.597 -0.452 -0.527
H -0.651 -0.341 -1.550
H -1.616 1.984 0.117
H -1.643 -2.349 -0.478
H -1.561 -1.450 1.027
H -2.619 -0.906 -0.311
H 1.177 2.236 1.225
H 0.586 2.856 -0.321
H -0.666 0.920 2.778
H -2.319 0.856 2.124
H -1.632 2.393 2.594
H -0.003 3.562 1.186
C 0.955 -1.224 -0.680
C 1.990 -0.249 -1.243
C 1.043 -2.555 -1.436
H 1.223 -1.421 0.368
H -0.097 0.503 0.618
H 1.795 -0.051 -2.299
H 0.414 -3.319 -0.975
H 3.010 -0.632 -1.144
H 1.946 0.707 -0.721
H 0.753 -2.429 -2.482
H 2.062 -2.954 -1.416


Record 5
114
Properties=species:S:1:pos:R:3 method="wB97M-V/def2-TZVPD" e_lumo_ev=-3.4 total_charge=+1 homo_ev=-12.079
C 3.547 -3.136 -1.904
C 3.106 -1.782 -2.434
Cl 4.336 -0.532 -2.179
C 1.773 -1.284 -1.867
P 0.508 -2.574 -1.706
Cl 1.821 -0.670 -0.200
H 4.619 -3.260 -2.031
H 3.053 -3.946 -2.447
H 3.350 -3.240 -0.833
H 2.970 -1.818 -3.516
H 1.349 -0.517 -2.519
H 0.902 -3.576 -0.828
H 0.165 -3.164 -2.926
H -0.648 -1.998 -1.187
C -0.853 -0.696 2.338
C -0.429 0.760 2.491
C 0.877 0.938 3.262
C 0.843 0.414 4.699
C -0.270 1.006 5.563
C -0.187 2.521 5.714
H -1.030 -1.176 3.301
H -1.776 -0.778 1.758
H -0.074 -1.267 1.823
H -1.229 1.319 2.982
H -0.317 1.211 1.499
H 1.143 1.998 3.264
H 1.688 0.428 2.725
H 1.809 0.627 5.167
H 0.748 -0.676 4.693
H -0.224 0.541 6.551
H -1.248 0.734 5.152
H 0.772 2.817 6.144
H -0.974 2.894 6.369
H -0.293 3.032 4.755
C -4.598 0.610 2.768
C -4.655 1.230 1.376
C -3.822 2.503 1.239
C -4.245 3.650 2.160
C -5.701 4.088 2.010
C -6.044 4.589 0.612
H -4.998 1.282 3.527
H -5.175 -0.314 2.814
H -3.567 0.375 3.045
H -5.696 1.434 1.109
H -4.298 0.499 0.643
H -3.854 2.839 0.199
H -2.774 2.265 1.449
H -3.595 4.508 1.962
H -4.062 3.370 3.201
H -5.899 4.880 2.735
H -6.369 3.264 2.277
H -5.406 5.432 0.332
H -7.080 4.926 0.562
H -5.918 3.811 -0.143
C 1.250 -9.913 -1.448
C 1.233 -9.393 -2.881
C 2.200 -8.236 -3.125
C 1.934 -6.992 -2.273
C 0.527 -6.415 -2.421
C 0.199 -5.943 -3.834
H 0.934 -9.151 -0.732
H 0.579 -10.764 -1.331
H 2.253 -10.238 -1.164
H 0.215 -9.097 -3.152
H 1.495 -10.205 -3.562
H 2.181 -7.967 -4.184
H 3.219 -8.575 -2.921
H 2.669 -6.226 -2.544
H 2.113 -7.224 -1.220
H 0.422 -5.575 -1.722
H -0.214 -7.147 -2.095
H 0.922 -5.195 -4.180
H -0.802 -5.510 -3.894
H 0.233 -6.765 -4.547
C -7.068 8.661 -4.743
C -6.153 7.571 -4.197
C -6.448 7.197 -2.745
C -6.288 8.337 -1.738
C -4.902 8.981 -1.713
C -3.788 8.010 -1.338
H -6.955 9.596 -4.192
H -6.851 8.872 -5.790
H -8.116 8.360 -4.673
H -5.110 7.887 -4.295
H -6.255 6.674 -4.814
H -5.805 6.361 -2.454
H -7.474 6.821 -2.680
H -6.516 7.949 -0.740
H -7.036 9.109 -1.936
H -4.915 9.806 -0.997
H -4.683 9.431 -2.685
H -3.976 7.565 -0.358
H -2.822 8.514 -1.295
H -3.701 7.196 -2.061
C 5.620 -1.799 1.263
C 6.937 -1.147 0.857
C 7.778 -2.016 -0.075
C 8.194 -3.369 0.506
C 8.969 -3.288 1.821
C 10.279 -2.517 1.710
H 5.779 -2.722 1.823
H 5.020 -1.133 1.886
H 5.032 -2.043 0.373
H 7.508 -0.893 1.754
H 6.729 -0.198 0.355
H 8.668 -1.456 -0.374
H 7.214 -2.192 -0.999
H 8.809 -3.889 -0.235
H 7.309 -3.995 0.653
H 9.177 -4.305 2.162
H 8.342 -2.836 2.596
H 10.931 -2.964 0.957
H 10.816 -2.517 2.659
H 10.114 -1.475 1.430


Record 6
61
Properties=species:S:1:pos:R:3 method="wB97M-V/def2-TZVPD" e_lumo_ev=-1.7 total_charge=0 homo_ev=-7.855 smiles="CC(C)=N[C@@H](COCCl)OCC[C@@H]1CO1.O=C1C=C(O)C(=O)C=C1O.O=C1C=C(O)C(=O)C=C1O"
C -2.213 -0.383 1.843
C -2.135 -0.754 0.316
C -0.715 -0.691 -0.397
N -3.168 -1.082 -0.425
C -3.389 -2.553 -0.475
C -4.961 -2.745 -0.729
O -5.343 -4.137 -0.749
C -6.273 -4.408 0.299
Cl -7.894 -3.553 0.029
O -2.592 -3.062 -1.560
C -2.105 -4.392 -1.310
C -0.504 -4.459 -1.374
C -0.005 -5.196 0.055
C -0.415 -4.370 1.409
O 1.031 -4.459 0.829
H -1.357 -0.767 2.466
H -3.222 -0.650 2.296
H -2.161 0.756 1.906
H -0.281 0.331 -0.178
H -0.057 -1.527 -0.007
H -0.872 -0.745 -1.512
H -3.113 -2.998 0.533
H -5.472 -2.176 0.115
H -5.229 -2.206 -1.692
H -5.848 -4.103 1.298
H -6.495 -5.517 0.253
H -2.518 -4.854 -0.360
H -2.482 -5.066 -2.151
H -0.118 -5.136 -2.184
H -0.036 -3.439 -1.343
H -0.040 -6.364 0.102
H -0.557 -4.942 2.359
H -0.991 -3.473 1.064
C 3.331 3.250 -3.718
C 2.660 3.139 -2.569
C 2.094 1.834 -2.121
O 1.505 1.772 -1.057
C 2.270 0.671 -2.994
C 2.938 0.783 -4.145
C 3.528 2.082 -4.580
O 4.146 2.139 -5.627
O 3.110 -0.279 -4.966
O 2.464 4.206 -1.758
H 3.748 4.190 -4.052
H 1.840 -0.265 -2.666
H 3.622 0.060 -5.724
H 1.954 3.865 -0.999
C 4.254 5.601 2.732
C 3.578 4.654 2.078
C 2.289 4.116 2.600
O 1.693 3.266 1.963
C 1.793 4.637 3.876
C 2.470 5.582 4.532
C 3.745 6.140 3.996
O 4.324 7.013 4.615
O 2.030 6.075 5.712
O 4.032 4.141 0.910
H 5.189 6.001 2.362
H 0.866 4.227 4.252
H 2.691 6.741 5.978
H 3.368 3.479 0.643


Record 7
68
Properties=species:S:1:pos:R:3 method="wB97M-V/def2-TZVPD" e_lumo_ev="1.1 / 1.1" total_charge=-1 homo_ev="-4.373 / -4.392" multiplicity=2 de_lowest_ev=0.399
Co 0.277 -0.081 -0.268
C -2.540 -0.600 -1.403
O -1.757 -0.241 -0.273
C -2.223 -0.644 0.965
C -3.544 -0.963 1.219
C -3.929 -1.338 2.501
C -2.991 -1.400 3.519
C -1.665 -1.088 3.269
C -1.262 -0.705 1.989
N 0.038 -0.390 1.615
N 0.947 -0.487 2.496
C 2.232 -0.252 2.198
C 2.736 0.022 0.874
O 2.020 0.067 -0.166
C 4.137 0.268 0.715
C 4.986 0.261 1.764
C 4.533 -0.027 3.090
C 5.426 -0.065 4.175
C 4.987 -0.357 5.442
C 3.631 -0.628 5.660
C 2.740 -0.601 4.614
C 3.165 -0.297 3.307
H -3.452 -0.003 -1.440
H -2.781 -1.664 -1.377
H -1.928 -0.397 -2.277
H -4.281 -0.935 0.429
H -4.962 -1.595 2.692
H -3.289 -1.706 4.514
H -0.913 -1.149 4.041
H 4.484 0.473 -0.289
H 6.037 0.476 1.612
H 6.477 0.128 3.987
H 5.686 -0.386 6.270
H 3.285 -0.862 6.660
H 1.692 -0.813 4.770
C -0.025 2.005 -0.589
C 1.223 2.735 -0.544
C 1.947 3.047 -1.711
C 3.174 3.667 -1.657
C 3.741 4.013 -0.424
C 3.024 3.740 0.747
C 1.796 3.124 0.685
C 5.042 4.586 -0.358
N 6.103 5.036 -0.305
H -0.542 2.087 -1.548
H -0.692 2.262 0.236
H 1.524 2.775 -2.672
H 3.714 3.897 -2.568
H 3.457 4.011 1.702
H 1.259 2.908 1.602
O 2.161 -2.882 -0.468
C 0.951 -2.944 -0.642
O 0.117 -2.020 -0.945
C 0.300 -4.311 -0.477
C 1.060 -5.456 -0.660
C 0.487 -6.700 -0.423
C -0.816 -6.823 0.027
C -1.556 -5.669 0.204
C -1.014 -4.413 -0.055
N -2.921 -5.774 0.686
O -3.564 -4.751 0.810
O -3.364 -6.881 0.927
N 1.276 -7.906 -0.619
O 2.416 -7.784 -1.020
O 0.752 -8.979 -0.383
H 2.092 -5.381 -0.970
H -1.243 -7.790 0.239
H -1.616 -3.527 0.089


Number 1: E -286.19276 hartree. Number 2: E -4594.34653 hartree. Number 3: E -1608.18857 hartree. Number 4: E -332.71601 hartree. Number 5: E -2565.60348 hartree. Number 6: E -2196.24301 hartree. Number 7: E -3491.00386 hartree.